Computed, not measured: a structure of composition C50H41BrCl5KN6O5 at a distorted geometry, with ωB97M-V/def2-TZVPD.

Last column: Löwdin charge in e.
Atoms and positions in Å:
K  2.331  -0.282  0.169  0.757
O  -1.143  1.958  0.291  -0.061
C  -0.667  2.975  -0.568  -0.315
C  0.693  2.479  -1.233  -0.603
O  1.383  3.284  -1.861  0.010
O  0.925  1.263  -1.015  -0.170
C  -0.502  4.242  0.270  -0.120
C  -1.093  4.298  1.527  -0.022
C  -1.013  5.447  2.298  -0.098
C  -0.333  6.558  1.830  -0.122
C  0.265  6.507  0.580  -0.095
C  0.176  5.366  -0.200  -0.023
C  -1.715  3.234  -1.655  -0.114
C  -3.001  2.734  -1.489  -0.017
C  -3.973  2.963  -2.449  -0.088
C  -3.673  3.697  -3.586  -0.116
C  -2.391  4.197  -3.756  -0.092
C  -1.417  3.972  -2.798  -0.019
H  -0.511  1.237  0.071  0.076
H  -1.609  3.426  1.899  0.109
H  -1.480  5.464  3.276  0.095
H  -0.263  7.453  2.436  0.088
H  0.808  7.366  0.204  0.094
H  0.654  5.310  -1.164  0.100
H  -3.221  2.138  -0.613  0.091
H  -4.966  2.554  -2.310  0.095
H  -4.433  3.870  -4.338  0.088
H  -2.144  4.758  -4.648  0.093
H  -0.408  4.324  -2.936  0.101
C  0.843  -2.558  4.637  -0.032
C  1.024  -2.158  3.299  -0.135
N  1.246  -0.916  2.941  0.114
C  1.327  0.018  3.908  -0.145
C  1.148  -0.273  5.265  -0.156
C  0.896  -1.610  5.619  -0.026
C  1.238  0.774  6.247  -0.041
C  1.519  2.041  5.888  -0.042
C  1.741  2.380  4.507  -0.152
C  2.073  3.681  4.092  -0.020
C  2.288  3.928  2.764  -0.036
C  2.149  2.862  1.859  -0.097
N  1.829  1.646  2.221  0.117
C  1.635  1.391  3.523  -0.142
H  0.658  -3.603  4.845  0.105
H  0.962  -2.902  2.502  0.040
H  0.752  -1.867  6.663  0.108
H  1.073  0.513  7.286  0.104
H  1.590  2.829  6.628  0.104
H  2.159  4.467  4.834  0.109
H  2.536  4.910  2.390  0.104
H  2.300  3.029  0.800  0.117
Br  2.983  -3.908  -2.704  0.772
C  3.983  -2.274  -2.734  -0.715
C  4.531  -1.860  -3.938  -0.123
C  5.297  -0.710  -3.902  -0.068
C  5.512  -0.075  -2.690  -0.006
C  4.913  -0.587  -1.544  -0.179
N  4.100  -1.650  -1.593  0.066
C  5.234  0.063  -0.161  -0.703
O  6.092  0.951  -0.216  -0.028
O  4.603  -0.377  0.815  -0.169
H  4.362  -2.418  -4.847  0.090
H  5.737  -0.323  -4.814  0.100
H  6.135  0.799  -2.575  0.110
N  -1.747  -1.112  1.829  0.147
C  -3.023  -1.002  1.327  -0.342
C  -3.669  0.240  1.306  -0.056
C  -4.954  0.351  0.808  -0.115
C  -5.637  -0.759  0.327  -0.128
C  -4.996  -1.991  0.357  -0.110
C  -3.710  -2.119  0.847  -0.055
H  -1.182  -0.276  1.840  0.078
H  -1.219  -1.938  1.582  0.084
H  -3.136  1.120  1.638  0.098
H  -5.418  1.331  0.787  0.097
H  -6.638  -0.664  -0.069  0.083
H  -5.499  -2.874  -0.020  0.097
H  -3.221  -3.081  0.849  0.062
C  0.279  -1.310  -3.203  -0.162
C  -0.660  -1.631  -4.389  -0.160
N  -1.910  -2.223  -3.908  -0.162
C  -2.594  -1.228  -3.079  -0.154
C  -1.644  -0.708  -1.979  -0.149
N  -0.428  -1.518  -1.939  -0.134
C  -0.797  -2.926  -1.816  -0.155
C  -1.585  -3.376  -3.067  -0.157
H  0.634  -0.278  -3.222  0.114
H  1.154  -1.961  -3.212  0.049
H  -0.188  -2.332  -5.085  0.107
H  -0.913  -0.727  -4.951  0.110
H  -3.480  -1.699  -2.644  0.107
H  -2.936  -0.411  -3.721  0.109
H  -2.126  -0.729  -1.003  0.097
H  -1.346  0.318  -2.170  0.104
H  -1.389  -3.047  -0.907  0.098
H  0.111  -3.516  -1.674  0.082
H  -2.512  -3.883  -2.788  0.109
H  -0.999  -4.076  -3.670  0.110
Cl  3.351  -3.855  1.153  0.629
C  2.090  -5.065  0.850  -0.710
C  0.788  -4.794  1.207  -0.149
C  -0.104  -5.779  0.918  -0.691
Cl  -1.841  -5.575  1.412  0.520
C  0.198  -6.976  0.282  -0.726
Cl  -1.006  -8.174  -0.099  0.597
C  1.525  -7.210  -0.051  -0.720
Cl  1.978  -8.698  -0.819  0.610
C  2.495  -6.254  0.249  -0.738
Cl  4.155  -6.585  -0.128  0.607

Forces on atoms 1 to 2 (eV/Å):
K -0.907 -0.765 0.327
O 0.394 -0.304 -0.251

Computed properties:
- ΔE to the lowest compared entry with this formula, charge and spin: 40.1 kJ/mol
- Total energy: -220678.9014 eV
- Charge: -2
- Gap between HOMO and LUMO: 7.0 eV
- LUMO level: 0.1396 Ha



Computed, not measured: a structure of composition C50H41N9O3S3Ti at a distorted geometry, with ωB97M-V/def2-TZVPD.

Last column: Löwdin charge in e.
Atoms and positions in Å:
Ti  -1.146  -0.467  -0.195  0.856
O  -1.615  4.771  -4.804  -0.028
C  -2.548  4.424  -4.062  -0.690
O  -3.714  4.831  -3.935  -0.025
C  -2.186  3.259  -3.109  -0.064
C  -0.977  2.594  -3.228  0.070
C  -0.662  1.595  -2.323  -0.203
N  -1.507  1.228  -1.348  0.008
C  -2.733  1.783  -1.306  -0.218
C  -3.088  2.818  -2.143  0.074
C  -3.707  1.047  -0.458  -0.212
C  -4.981  1.515  -0.188  0.013
C  -5.888  0.655  0.408  -0.034
C  -5.503  -0.645  0.687  -0.037
C  -4.196  -1.021  0.429  -0.145
N  -3.301  -0.181  -0.098  -0.003
C  0.616  0.854  -2.298  -0.191
C  1.671  1.124  -3.153  0.017
C  2.854  0.418  -2.987  -0.042
C  2.946  -0.513  -1.967  -0.030
C  1.842  -0.741  -1.162  -0.104
N  0.692  -0.078  -1.330  0.021
H  -0.311  2.908  -4.021  0.121
H  -4.065  3.283  -2.130  0.123
H  -5.255  2.526  -0.454  0.124
H  -6.890  0.996  0.634  0.118
H  -6.190  -1.360  1.116  0.112
H  -3.831  -2.009  0.664  0.095
H  1.569  1.873  -3.923  0.118
H  3.694  0.606  -3.642  0.114
H  3.858  -1.063  -1.778  0.101
H  1.870  -1.450  -0.346  0.097
N  -0.287  -3.269  3.336  0.051
C  -0.647  -2.631  2.159  -0.855
S  -1.704  -1.276  2.270  0.691
N  -0.118  -3.104  1.071  0.029
N  -0.500  -2.401  -0.052  -0.105
C  -0.232  -3.045  -1.194  -0.233
C  0.537  -4.314  -1.318  -0.190
C  1.915  -4.330  -1.483  -0.039
C  2.595  -5.528  -1.668  -0.084
C  1.902  -6.729  -1.690  -0.091
C  0.523  -6.726  -1.527  -0.079
C  -0.150  -5.527  -1.347  -0.028
C  -0.847  -2.477  -2.328  -0.222
C  -0.711  -2.989  -3.643  -0.002
C  -1.438  -2.447  -4.657  -0.067
C  -2.320  -1.382  -4.375  -0.055
C  -2.380  -0.902  -3.102  -0.115
N  -1.644  -1.395  -2.071  0.009
H  -0.923  -3.117  4.102  0.069
H  -0.009  -4.232  3.207  0.092
H  2.465  -3.399  -1.481  0.091
H  3.670  -5.519  -1.801  0.102
H  2.432  -7.662  -1.836  0.100
H  -0.029  -7.657  -1.543  0.102
H  -1.227  -5.523  -1.224  0.121
H  -0.031  -3.812  -3.814  0.117
H  -1.346  -2.827  -5.666  0.106
H  -2.932  -0.934  -5.144  0.107
H  -3.036  -0.074  -2.872  0.108
N  -0.172  3.472  0.364  0.125
C  -1.242  3.404  1.203  -0.711
N  -1.803  2.297  1.566  0.110
C  -2.819  2.564  2.486  -0.300
C  -3.646  1.608  3.067  -0.036
C  -4.650  2.021  3.925  -0.079
C  -4.849  3.374  4.209  -0.091
C  -4.036  4.337  3.636  -0.091
C  -3.027  3.915  2.780  -0.470
S  -1.865  4.879  1.913  1.104
H  0.096  2.591  -0.048  0.065
H  -0.059  4.289  -0.213  0.115
H  -3.501  0.558  2.851  0.048
H  -5.294  1.279  4.381  0.104
H  -5.640  3.674  4.882  0.102
H  -4.185  5.388  3.846  0.108
O  0.712  0.283  1.221  -0.607
S  0.916  0.607  2.686  0.963
C  2.375  -0.329  3.289  -0.238
C  3.254  -1.013  2.277  -0.248
C  4.350  -0.374  1.701  -0.030
C  5.178  -1.054  0.820  -0.081
C  4.931  -2.387  0.516  -0.096
C  3.852  -3.034  1.101  -0.080
C  3.019  -2.349  1.974  -0.042
C  1.569  2.289  2.743  -0.282
C  2.830  2.598  1.996  -0.268
C  3.922  3.111  2.690  -0.054
C  5.109  3.407  2.034  -0.080
C  5.215  3.193  0.668  -0.082
C  4.127  2.689  -0.035  -0.068
C  2.942  2.398  0.621  -0.048
H  1.932  -1.066  3.959  0.087
H  2.939  0.390  3.886  0.097
H  4.574  0.654  1.950  0.091
H  6.026  -0.541  0.383  0.107
H  5.585  -2.921  -0.162  0.105
H  3.652  -4.075  0.882  0.102
H  2.179  -2.856  2.425  0.091
H  1.681  2.480  3.813  0.101
H  0.737  2.898  2.387  0.059
H  3.844  3.277  3.759  0.115
H  5.948  3.803  2.591  0.106
H  6.138  3.425  0.151  0.104
H  4.200  2.517  -1.101  0.101
H  2.111  1.976  0.070  0.085

Forces on atoms 1 to 2 (eV/Å):
Ti 0.498 -1.256 1.287
O -0.034 -0.019 0.033

Computed properties:
- ΔE to the lowest compared entry with this formula, charge and spin: 0.0 kJ/mol
- Total energy: -127694.4523 eV
- Charge: 0
- Gap between HOMO and LUMO (spin up / spin down): 5.2 / 5.3 eV
- LUMO level (spin up / spin down): -0.0335 / -0.0310 Ha